ORCA calculation (the ωB97M-V functional and the def2-TZVPD basis) on a cluster of 23 separate species, C26H52Cl44N2OS2Si in total.

* LUMO level: 0.08 eV
* total charge: 0
* orbital gap: 9.0158 eV
* E_HOMO: -8.94 eV
* molecular weight: 2060.87 g/mol

Structure (XYZ):
```
128
C26H52Cl44N2OS2Si | the Open Molecules 2025 dataset | the ωB97M-V functional and the def2-TZVPD basis
S -1.0510 -2.5926 1.4363
Si -1.5166 -2.6748 3.5260
C -0.1486 -3.5811 4.4850
C 0.2109 -2.8470 5.7833
S 1.8608 -2.1225 5.7116
C 1.5633 -0.6924 4.8458
N 0.7250 -0.4818 3.9933
N 0.8895 0.8531 3.6173
C 1.8154 1.3023 4.2509
O 2.3331 0.4014 5.0730
H 0.0731 -1.8859 1.4478
H -2.8216 -3.3045 3.6979
H -1.5494 -1.3048 4.0569
H 0.7246 -3.7161 3.8841
H -0.5670 -4.5427 4.7108
H 0.2146 -3.5551 6.5811
H -0.5414 -2.1167 6.0127
H 2.1604 2.3030 4.1567
C -4.3305 -1.8070 -1.7801
Cl -5.7961 -0.9343 -1.3167
Cl -4.1458 -1.9745 -3.5283
H -3.4758 -1.2772 -1.3884
H -4.3803 -2.7982 -1.3543
C -1.8023 -1.4795 8.8111
Cl -3.1269 -1.4488 7.6425
Cl -1.3248 -3.1316 9.2264
H -0.9486 -0.9764 8.3741
H -2.1203 -0.9750 9.7139
C -5.4331 -5.5166 3.0654
Cl -3.6917 -5.8743 3.1183
Cl -5.8144 -3.7975 3.2510
H -5.8335 -5.8472 2.1114
H -5.9025 -6.0578 3.8757
C 2.0256 6.0250 3.8111
Cl 0.6990 5.9360 2.6542
Cl 2.7284 4.4212 4.1058
H 2.7889 6.6667 3.4070
H 1.6537 6.4268 4.7408
C -0.2455 -1.1810 -5.3051
Cl -1.6118 -0.6267 -6.2851
Cl -0.7082 -1.4132 -3.6101
H 0.1077 -2.1198 -5.7040
H 0.5363 -0.4353 -5.3496
C -1.0792 2.4812 -4.2298
Cl 0.6916 2.4015 -4.1946
Cl -1.6634 4.1491 -4.2190
H -1.4254 1.9962 -5.1336
H -1.4595 1.9722 -3.3533
C 3.3006 9.4699 5.5269
Cl 4.5505 8.4347 4.8144
Cl 1.7030 8.7085 5.5042
H 3.5691 9.6745 6.5548
H 3.2514 10.3873 4.9534
C -0.5573 4.0358 5.5131
Cl -0.7847 5.5228 6.4509
Cl -1.9229 2.9281 5.6687
H -0.4417 4.3151 4.4740
H 0.3329 3.5381 5.8755
C -6.6565 -6.0315 -1.2129
Cl -7.1893 -6.7619 0.3090
Cl -6.4252 -4.2840 -1.0487
H -5.7228 -6.4894 -1.5158
H -7.4197 -6.2016 -1.9607
C -9.1304 -4.4898 -3.8535
Cl -7.8435 -5.4639 -4.5742
Cl -10.6506 -5.3860 -3.7285
H -8.8225 -4.1934 -2.8578
H -9.2918 -3.6191 -4.4756
C 3.7987 5.2117 0.1173
Cl 4.0151 6.5348 1.2723
Cl 4.1214 3.6413 0.8601
H 2.7730 5.2221 -0.2301
H 4.4835 5.3592 -0.7067
C 3.9014 3.8997 -5.1981
Cl 5.6663 3.8400 -5.1376
Cl 3.2957 5.5578 -5.2607
H 3.5718 3.3816 -6.0904
H 3.5096 3.4194 -4.3109
C 6.1126 10.5152 2.0267
Cl 4.9616 11.7042 2.6460
Cl 6.2407 10.5833 0.2645
H 7.0853 10.7183 2.4550
H 5.7660 9.5284 2.3082
C 4.7095 -1.1463 2.9273
Cl 3.3781 -1.3226 1.7813
Cl 5.4627 -2.7000 3.3130
H 5.4581 -0.4977 2.4905
H 4.3245 -0.7178 3.8438
C 3.0464 -1.1591 -7.6783
Cl 2.4975 0.3797 -7.0118
Cl 1.8853 -2.4613 -7.3683
H 3.1631 -1.0515 -8.7487
H 3.9911 -1.4166 -7.2170
C -1.6685 -5.0173 -2.9301
Cl -1.5838 -5.1141 -1.1674
Cl -3.1360 -5.7699 -3.5639
H -1.6754 -3.9731 -3.2150
H -0.8102 -5.5258 -3.3503
C 7.1426 0.2827 -5.8826
Cl 7.2547 -1.4763 -5.7490
Cl 5.7725 0.7811 -6.8789
H 7.0106 0.6972 -4.8911
H 8.0531 0.6544 -6.3348
C 2.3791 10.0562 -0.1784
Cl 2.4639 9.5228 1.5028
Cl 0.7743 9.8073 -0.8743
H 2.6154 11.1119 -0.2145
H 3.0989 9.4859 -0.7524
C -9.5721 -5.0453 3.0361
Cl -10.9200 -5.2729 1.9178
Cl -8.7909 -6.5782 3.4524
H -8.8349 -4.4051 2.5669
H -9.9469 -4.5951 3.9457
C 9.0170 -1.3593 -9.6503
Cl 9.7899 -0.6672 -8.2185
Cl 7.5016 -0.5439 -10.0484
H 9.6948 -1.2573 -10.4875
H 8.8063 -2.4023 -9.4531
C 7.4421 -5.5402 4.4379
Cl 8.7108 -6.5905 3.7954
Cl 5.8556 -6.3192 4.4165
H 7.6880 -5.2914 5.4620
H 7.3981 -4.6467 3.8298
C -12.4192 -5.6644 -6.9035
Cl -10.7176 -5.6933 -7.3723
Cl -13.3163 -4.3773 -7.7202
H -12.8641 -6.6150 -7.1675
H -12.4750 -5.4983 -5.8362
```

***

ORCA calculation (the ωB97M-V functional and the def2-TZVPD basis) on a structure of composition C26H52FIrN5OPSb2.

* LUMO level (alpha / beta): -4.52 / -8.00 eV
* total charge: +2
* orbital gap (alpha / beta): 7.8477 / 5.3790 eV
* E_HOMO (alpha / beta): -12.37 / -13.38 eV
* ΔE to the lowest compared entry with this formula, charge and spin: 0.00 kJ/mol
* molecular weight: 936.45 g/mol
* multiplicity: 5

Structure (XYZ):
```
89
C26H52FIrN5OPSb2 | the Open Molecules 2025 dataset | the ωB97M-V functional and the def2-TZVPD basis
Ir 0.6427 0.9476 0.9827
C -3.4777 1.3433 2.6628
Sb -2.4382 0.2024 1.2137
C -4.1517 -0.5604 0.1711
C -1.9093 -1.7379 2.2685
C -2.3406 -1.5705 3.6473
C -3.7210 -1.6448 3.9401
C -4.1967 -1.4132 5.2057
C -3.2929 -1.0909 6.2212
C -1.9299 -1.0505 5.9633
C -1.4199 -1.3039 4.6946
C 0.0629 -1.3632 4.4973
Sb 0.9787 0.4017 3.6240
C 2.9530 -0.0136 4.3138
C 0.3642 1.7940 5.0896
H -4.4038 0.8350 2.9241
H -3.6895 2.3151 2.2165
H -2.8381 1.4835 3.5316
H -4.9070 -0.8008 0.9221
H -3.8876 -1.4499 -0.4004
H -4.5538 0.1978 -0.5033
H -0.8536 -1.9145 2.0983
H -2.5336 -2.4050 1.6703
H -4.4115 -1.8937 3.1393
H -5.2557 -1.4847 5.4175
H -3.6549 -0.9029 7.2252
H -1.2409 -0.8491 6.7758
H 0.3718 -2.2076 3.8786
H 0.5702 -1.4449 5.4588
H 2.8991 -0.2856 5.3692
H 3.5775 0.8768 4.2143
H 3.3990 -0.8379 3.7547
H 0.7634 1.4672 6.0491
H -0.7232 1.8264 5.1192
H 0.7421 2.7843 4.8424
N 2.9845 0.5842 0.6490
C 3.4485 1.6463 -0.2649
C 2.9085 2.9703 0.2260
N 1.4342 2.9162 0.2075
H 3.4556 0.6743 1.5436
H 3.2210 -0.3348 0.2898
H 3.0453 1.4286 -1.2555
H 4.5352 1.6902 -0.3383
H 3.2974 3.7841 -0.3829
H 3.2272 3.1461 1.2544
H 1.0932 2.9619 -0.7492
H 1.0111 3.6830 0.7200
F -0.7899 2.1180 2.0402
O 0.3167 0.3256 -1.0701
P 0.5622 -0.0465 -2.5201
N -0.8601 -0.4778 -3.2442
C -1.5076 -1.6923 -2.6979
C -2.7878 -1.7718 -3.5135
C -3.2167 -0.3022 -3.6722
C -1.9395 0.5306 -3.4187
N 1.5532 -1.3350 -2.5858
C 1.7562 -2.2013 -1.3961
C 2.5267 -3.3876 -1.9630
C 1.9263 -3.5457 -3.3613
C 1.7933 -2.1027 -3.8423
N 1.2348 1.1430 -3.4069
C 2.5896 1.1053 -4.0165
C 2.8619 2.5709 -4.4153
C 1.8004 3.3992 -3.6795
C 0.6061 2.4551 -3.6465
H -1.7378 -1.5737 -1.6289
H -0.8641 -2.5638 -2.8161
H -3.5490 -2.3883 -3.0358
H -2.5635 -2.2098 -4.4852
H -3.9890 -0.0359 -2.9495
H -3.6244 -0.1110 -4.6616
H -2.0585 1.1412 -2.5164
H -1.7067 1.1920 -4.2493
H 0.7992 -2.5311 -0.9777
H 2.2967 -1.6729 -0.6097
H 2.4228 -4.2777 -1.3442
H 3.5890 -3.1436 -2.0386
H 0.9450 -4.0227 -3.2965
H 2.5454 -4.1407 -4.0301
H 0.9788 -1.9564 -4.5521
H 2.7197 -1.7710 -4.3120
H 2.6144 0.4597 -4.8933
H 3.3204 0.7222 -3.3047
H 2.7347 2.6917 -5.4907
H 3.8791 2.8729 -4.1712
H 1.5740 4.3387 -4.1813
H 2.1284 3.6301 -2.6627
H 0.0917 2.4733 -4.6096
H -0.1271 2.6921 -2.8713
```